Computed, not measured: the molecule C5H8O2, with ωB97M-V/def2-TZVPD.

Structure (XYZ):
```
15
Properties=species:S:1:pos:R:3:forces:R:3:lowdin_charge:R:1
O -1.77967 1.17494 0.52872 0.08 0.14 -0.11 -0.017
C -1.24853 -0.10617 0.75669 -0.09 -0.36 0.22 -0.340
C -0.76087 -0.80541 -0.54363 -0.05 -0.02 -0.14 -0.033
C 0.55739 -0.09470 -0.27410 0.04 -0.18 0.05 -0.437
C 1.73640 0.18332 -1.07844 0.27 -0.17 -0.08 -0.058
O 0.72786 1.17739 -0.90267 -0.02 0.25 -0.09 -0.038
C 0.23856 -0.06895 1.21537 0.07 0.09 0.10 -0.031
H -1.14639 1.65917 -0.02297 -0.20 0.01 0.10 0.087
H -1.96837 -0.63488 1.38319 0.12 0.01 -0.06 0.141
H -1.27808 -0.58497 -1.47995 0.02 0.04 0.13 0.126
H -0.66976 -1.88754 -0.39757 -0.01 0.18 -0.04 0.122
H 2.68745 0.40867 -0.59858 -0.12 -0.06 -0.03 0.116
H 1.80234 -0.21486 -2.08980 0.01 0.00 0.14 0.117
H 0.57119 0.79620 1.79374 -0.07 -0.08 -0.09 0.125
H 0.53046 -1.00220 1.70998 -0.04 0.17 -0.09 0.121
```
Positions in Å, forces in eV/Å.

Its spin multiplicity is 1. For the energy relative to the best compared isomer or geometry (same formula, charge and spin), the calculation gives 227.61 kJ/mol. The net charge is 0. As for the total energy: -9407.47314 eV. As for the frontier orbital gap: 0.4030 Ha. The molecular weight is 100.117 Da. Its SMILES is O[C@H]1C[C@]2(CO2)C1. For the largest force on an atom, the calculation gives 0.43 eV Å⁻¹.

---

Computed, not measured: the molecule C5H8O2, with ωB97M-V/def2-TZVPD.

Structure (XYZ):
```
15
Properties=species:S:1:pos:R:3:forces:R:3:lowdin_charge:R:1
C -1.05291 -1.22334 -0.66652 -0.17 -0.31 -0.13 -0.034
C -0.27758 1.32690 0.06744 -0.03 0.79 0.59 -0.083
O -0.69709 2.48719 0.49484 0.03 -0.04 -0.28 0.075
C 0.50454 0.57308 1.10578 -0.18 0.22 -0.28 -0.184
C 1.22295 -0.41523 0.19288 0.12 -0.28 -0.09 -0.147
C 0.31717 -0.65839 -1.02429 0.09 -0.59 0.18 -0.525
O 0.73023 -0.64804 -2.16125 -0.12 0.02 0.28 0.060
H -1.65763 -0.68510 0.06732 0.37 0.12 -0.08 0.070
H -1.65527 -1.33772 -1.55983 0.01 0.00 -0.20 0.083
H -0.87420 -2.21242 -0.24366 0.00 -0.24 -0.01 0.086
H -1.12451 2.85368 -0.29186 -0.20 0.44 0.29 0.114
H 1.18745 1.20784 1.68189 -0.17 0.01 -0.03 0.120
H -0.19716 0.10492 1.81634 0.18 0.06 -0.23 0.130
H 2.16915 -0.00183 -0.16278 -0.09 -0.11 0.03 0.121
H 1.40486 -1.37157 0.68371 0.15 -0.09 -0.03 0.117
```
Positions in Å, forces in eV/Å.

Its spin multiplicity is 1. For the energy relative to the best compared isomer or geometry (same formula, charge and spin), the calculation gives 310.10 kJ/mol. The net charge is 0. As for the total energy: -9406.61827 eV. As for the frontier orbital gap: 0.3427 Ha. The molecular weight is 100.117 Da. For the largest force on an atom, the calculation gives 0.98 eV Å⁻¹.